Entry 1:
The following is a quantum chemistry calculation of a single C7H9N3O3S molecule, from the Open Molecules 2025 dataset.

The geometry in XYZ format:
```
23
Properties=species:S:1:pos:R:3
C 1.00 1.66 2.34
C 0.84 2.52 1.21
C 0.35 0.46 2.39
C 0.13 2.18 0.03
C -0.42 0.11 1.30
C -0.49 0.88 0.16
C -1.60 -1.00 -0.25
N -1.22 -1.05 1.13
N -1.33 0.28 -0.74
N 0.78 -0.69 -1.89
O 0.92 -2.16 0.13
O 0.01 -3.03 -2.10
O 0.48 -0.86 -3.26
S 0.11 -2.07 -1.04
H 1.51 2.00 3.22
H 1.22 3.53 1.17
H 0.37 -0.21 3.12
H 0.00 2.63 -0.94
H -2.63 -1.35 -0.42
H -0.97 -1.92 1.45
H -1.45 0.40 -1.70
H 1.80 -0.54 -1.74
H 0.61 -1.76 -3.56
```

Output
* SMILES: O=S(=O)(NO)C1Nc2ccccc2N1
* E_LUMO: 0.0250 Eh
* Kohn-Sham gap: 8.4 eV
* max |F|: 4.8 eV/A
* HOMO: -7.74 eV
* relative energy (zero: lowest compared OMol25 entry of this formula, charge and spin): 69.46 kcal per mole

Atomic partial charges in e from the Mulliken method, atoms 1 to 4: atom 1 (C): -0.6737, atom 2 (C): -0.4086, atom 3 (C): -0.9496, atom 4 (C): -1.0770

***

Entry 2:
The following is a quantum chemistry calculation of a gas-phase ion, C7H9N4S (charge +1), from the Open Molecules 2025 dataset.

The geometry in XYZ format:
```
21
Properties=species:S:1:pos:R:3
C -2.45 -0.48 -0.44
C -3.23 -0.68 0.64
C -0.82 -0.49 1.12
C 1.77 1.52 -0.63
C 1.50 -0.72 0.82
C 1.32 -0.03 -0.55
C -0.04 -0.31 -1.16
N 0.73 2.20 -1.22
N -0.20 1.66 -1.70
N -1.02 -0.47 -0.20
N 0.42 -0.51 1.66
S -2.23 -0.59 2.07
H -2.82 -0.24 -1.40
H -4.31 -0.59 0.44
H 2.03 1.96 0.30
H 2.54 1.68 -1.31
H 1.78 -1.82 0.72
H 2.53 -0.27 1.33
H 2.15 -0.54 -1.02
H -0.21 -0.68 -2.11
H 0.56 -0.61 2.65
```

Output
* E_LUMO: -0.1342 Eh
* Kohn-Sham gap: 8.2 eV
* max |F|: 5.5 eV/A
* HOMO: -11.84 eV
* relative energy (zero: lowest compared OMol25 entry of this formula, charge and spin): 53.30 kcal per mole
* total charge: +1

Atomic partial charges in e from the Mulliken method, atoms 1 to 4: atom 1 (C): -0.4242, atom 2 (C): -0.3017, atom 3 (C): 0.4043, atom 4 (C): -0.5673

***

Entry 3:
The following is a quantum chemistry calculation of a molecular structure, C7H9N5, from the Open Molecules 2025 dataset.

The geometry in XYZ format:
```
21
Properties=species:S:1:pos:R:3
C 0.31 -2.04 1.29
C -0.45 -1.40 0.32
C 1.32 -1.16 1.72
C -0.10 -0.01 0.10
C 0.75 0.20 1.39
C 0.39 0.43 -1.27
C -0.96 0.94 -0.70
N -0.29 -3.25 1.00
N -1.12 -2.62 0.08
N 1.21 1.59 -1.36
N -0.84 2.39 -0.52
N 0.37 2.77 -1.17
H 0.04 0.69 2.00
H 1.55 0.88 1.12
H 0.58 -0.38 -1.87
H -1.82 0.48 -0.99
H -0.86 -3.69 1.83
H -1.28 -2.93 -0.86
H 1.83 1.71 -0.63
H -0.67 2.32 0.57
H 0.03 3.10 -2.06
```

Output
* E_LUMO: -0.0023 Eh
* Kohn-Sham gap: 7.7 eV
* max |F|: 5.6 eV/A
* HOMO: -7.72 eV
* relative energy (zero: lowest compared OMol25 entry of this formula, charge and spin): 238.01 kcal per mole

Atomic partial charges in e from the Mulliken method, atoms 1 to 4: atom 1 (C): 0.2793, atom 2 (C): 0.0599, atom 3 (C): -1.1781, atom 4 (C): 1.0755

***

Entry 4:
The following is a quantum chemistry calculation of a single C7H9NO molecule, from the Open Molecules 2025 dataset.

The geometry in XYZ format:
```
18
Properties=species:S:1:pos:R:3
C -0.98 -0.65 1.02
C -1.06 0.37 -0.83
C -0.30 1.49 -0.33
C 1.06 1.55 -0.01
C 1.96 0.46 0.39
C 1.63 -0.87 0.20
C -0.68 -0.96 -0.42
H -1.18 -1.68 1.75
H -0.26 0.08 1.64
H -2.16 0.86 1.19
H -1.50 0.53 -1.75
H -0.85 2.42 -0.08
H 1.37 2.74 0.03
H 3.14 0.35 0.71
H 2.48 -1.64 0.17
H -1.35 -1.81 -0.80
N -2.20 0.12 0.35
O 0.73 -1.39 -0.68
```

Output
* SMILES: C1=CO[C@H]2CN[C@H]2C=C1
* E_LUMO: 0.0121 Eh
* Kohn-Sham gap: 8.4 eV
* max |F|: 4.5 eV/A
* HOMO: -8.10 eV
* relative energy (zero: lowest compared OMol25 entry of this formula, charge and spin): 157.28 kcal per mole

Atomic partial charges in e from the Mulliken method, atoms 1 to 4: atom 1 (C): -0.6266, atom 2 (C): 0.1766, atom 3 (C): -0.6680, atom 4 (C): -0.0378

***

Entry 5:
The following is a quantum chemistry calculation of a single C7H9NO molecule, from the Open Molecules 2025 dataset.

The geometry in XYZ format:
```
18
Properties=species:S:1:pos:R:3
C -2.64 -0.73 0.59
C -1.29 0.90 -0.49
C 0.09 0.33 -0.34
C 1.15 1.18 0.08
C 2.42 0.76 0.14
C 2.68 -0.72 -0.03
C 1.52 -1.38 -0.30
H -3.04 -0.06 1.31
H -3.32 -1.27 0.28
H -1.97 -1.01 1.08
H -1.64 1.45 0.38
H -1.42 1.53 -1.47
H 0.77 2.42 0.12
H 3.27 1.21 0.41
H 3.62 -1.12 -0.02
H 1.80 -2.47 -0.64
N 0.31 -0.88 -0.44
O -2.30 -0.14 -0.66
```

Output
* SMILES: COCc1ccccn1
* E_LUMO: 0.0346 Eh
* Kohn-Sham gap: 10.3 eV
* max |F|: 12.9 eV/A
* HOMO: -9.34 eV
* relative energy (zero: lowest compared OMol25 entry of this formula, charge and spin): 119.77 kcal per mole

Atomic partial charges in e from the Mulliken method, atoms 1 to 4: atom 1 (C): -1.2991, atom 2 (C): -0.6589, atom 3 (C): 0.9013, atom 4 (C): -0.5350

***

Entry 6:
The following is a quantum chemistry calculation of a single C7H9NO molecule, from the Open Molecules 2025 dataset.

The geometry in XYZ format:
```
18
Properties=species:S:1:pos:R:3
C -0.30 2.17 0.67
C -0.08 0.74 0.27
C 1.36 0.13 0.18
C 0.64 -1.25 0.30
C -0.40 -0.52 1.25
C -0.30 -1.29 -0.89
C -0.76 0.10 -0.93
H -0.70 2.81 -0.18
H 2.00 0.19 -0.74
H 1.99 0.33 1.03
H 1.17 -2.14 0.55
H -1.41 -0.95 1.32
H -0.01 -0.21 2.26
H -0.90 -2.16 -1.12
H -0.54 -0.52 -2.76
H -1.80 0.35 -1.03
N 0.09 -0.36 -1.99
O -0.04 2.58 1.80
```

Output
* SMILES: O=C[C@]12C[C@H](C1)[C@@H]1N[C@@H]12
* E_LUMO: 0.0269 Eh
* Kohn-Sham gap: 10.0 eV
* max |F|: 2.6 eV/A
* HOMO: -9.31 eV
* relative energy (zero: lowest compared OMol25 entry of this formula, charge and spin): 80.90 kcal per mole

Atomic partial charges in e from the Mulliken method, atoms 1 to 4: atom 1 (C): -0.1920, atom 2 (C): 0.3523, atom 3 (C): -0.7027, atom 4 (C): -0.4988

***

Entry 7:
The following is a quantum chemistry calculation of 2 unconnected molecules or ions with the total composition C7H9NO2, from the Open Molecules 2025 dataset.

The geometry in XYZ format:
```
19
Properties=species:S:1:pos:R:3
C 2.33 1.26 0.96
C 2.53 -0.79 0.92
C 1.54 0.78 1.93
C -2.28 0.61 -0.17
C -1.08 0.22 -1.05
C -1.57 -0.50 0.10
C -1.32 -0.42 -2.40
N 2.95 0.24 0.33
O 1.68 -0.62 1.93
O -1.39 -1.41 1.07
H 2.44 2.31 0.55
H 2.96 -1.76 0.63
H 0.75 0.99 2.71
H -3.14 1.27 0.14
H -0.27 0.87 -1.09
H -2.18 -1.11 -2.42
H -0.39 -0.94 -2.75
H -1.50 0.32 -3.21
H -2.05 -1.34 1.79
```

Output
* SMILES: C[C@H]1C=C1O.c1cocn1
* E_LUMO: 0.0230 Eh
* Kohn-Sham gap: 9.1 eV
* max |F|: 5.0 eV/A
* HOMO: -8.45 eV
* relative energy (zero: lowest compared OMol25 entry of this formula, charge and spin): 113.60 kcal per mole

Atomic partial charges in e from the Mulliken method, atoms 1 to 4: atom 1 (C): -0.4658, atom 2 (C): 0.0690, atom 3 (C): 0.0695, atom 4 (C): -0.5293

***

Entry 8:
The following is a quantum chemistry calculation of 2 unconnected molecules or ions with the total composition C7H9NO2S2, from the Open Molecules 2025 dataset.

The geometry in XYZ format:
```
21
Properties=species:S:1:pos:R:3
C 3.66 -0.77 -0.68
C 2.99 0.44 -0.46
C 3.12 -1.81 0.00
C 1.92 0.31 0.41
C -2.77 -0.16 0.68
C 1.03 1.31 0.87
C -2.80 0.80 -0.25
N -2.72 0.52 -1.64
O -2.68 -1.51 0.41
O -2.82 0.12 2.01
S 1.77 -1.35 0.95
S 1.05 2.85 0.34
H 4.52 -0.87 -1.33
H 3.26 1.38 -0.90
H 3.44 -2.84 0.00
H 0.28 1.00 1.59
H -2.92 1.82 0.05
H -2.49 1.35 -2.16
H -2.04 -0.21 -1.86
H -2.91 -1.66 -0.51
H -2.87 -0.73 2.47
```

Output
* SMILES: S=Cc1cccs1.NC=C(O)O
* E_LUMO: -0.0319 Eh
* Kohn-Sham gap: 6.6 eV
* max |F|: 1.4 eV/A
* HOMO: -7.46 eV
* relative energy (zero: lowest compared OMol25 entry of this formula, charge and spin): 40.60 kcal per mole

Atomic partial charges in e from the Mulliken method, atoms 1 to 4: atom 1 (C): -0.4781, atom 2 (C): -0.3766, atom 3 (C): -0.3636, atom 4 (C): 0.3330